[1]
DFT (the ωB97M-V functional and the def2-TZVPD basis) results for C28H56Al2BCl3CsF8N4O12P2S as an isolated structure.

ORCA input file:
```
! RIJCOSX wB97M-V def2-TZVPD def2/J DEFGRID3
* xyz -1 1
C -1.7931 -1.5904 2.3146
N -1.7960 -0.2820 1.6474
C -3.0437 0.5189 1.8478
C -4.2525 -0.1475 1.1964
P -5.3598 1.2744 0.5618
O -5.8082 0.9610 -1.1499
Cl -6.9670 0.9316 1.5977
O -3.9978 -1.1893 0.2747
C -2.8396 -1.0623 -0.5321
C -2.5553 -2.4681 -1.1544
C -2.4272 -3.5950 -0.0989
O -1.4331 -4.0643 0.2998
Cl -4.0039 -4.3845 0.6356
C -1.6133 -0.4042 0.1360
P 0.0799 -1.0659 -0.2784
N 0.3815 -0.9562 -1.7814
H -1.6072 -1.4250 3.3669
H -1.0086 -2.2307 1.9434
H -2.7310 -2.1171 2.2491
H -1.0140 0.2791 1.9867
H -2.8913 1.5352 1.5121
H -3.2247 0.5939 2.9122
H -4.8193 -0.6337 1.9785
H -5.0857 1.3997 -1.6444
H -3.1085 -0.4491 -1.3843
H -1.7224 -2.4504 -1.8793
H -3.4584 -2.7019 -1.7583
H -1.5846 0.6326 -0.2043
H 0.2371 -2.4130 0.0928
H 1.0005 -0.3057 0.4796
H 1.1694 -0.3450 -1.9705
Cl -6.5640 2.7316 3.6036
Al -6.8163 0.8875 -3.0630
C 0.6036 5.3433 -0.0703
O -0.2181 5.4362 -1.2358
C -0.1701 4.2580 -2.0208
C -1.3548 3.3536 -1.7252
O -1.3590 2.8658 -0.3712
C -2.1655 3.6628 0.4932
H 0.2642 6.0907 0.6400
H 0.5393 4.3637 0.4004
H 1.6433 5.5521 -0.3317
H 0.7697 3.7223 -1.8731
H -0.2243 4.5612 -3.0718
H -1.3039 2.4763 -2.3774
H -2.2918 3.8789 -1.9370
H -3.2283 3.3954 0.3855
H -2.0455 4.7256 0.2946
H -1.8496 3.4784 1.5219
O -1.6766 -2.3658 -3.9331
S -1.4345 -1.7886 -5.2669
O -0.6652 -2.6904 -6.1384
O -0.6760 -0.5341 -5.0833
O -2.7508 -1.4886 -5.8805
C 1.2799 -6.3732 1.7553
C 1.5243 -5.6596 3.1009
C 2.6970 -6.3344 3.8218
C 4.0815 -6.0952 3.2017
C 4.1894 -4.7544 2.4532
C 3.1863 -3.6884 2.8988
N 1.8191 -4.2441 2.7689
O 0.9197 -3.4378 3.0483
C 3.3334 -2.5163 1.9232
C 3.5100 -3.1983 4.3082
C 0.2875 -5.8452 3.9588
H 0.4338 -5.9264 1.2319
H 1.0585 -7.4279 1.9166
H 2.1472 -6.3108 1.0976
H 2.7156 -5.9930 4.8588
H 2.5059 -7.4055 3.8759
H 4.8307 -6.1419 3.9920
H 4.3261 -6.9050 2.5145
H 5.1999 -4.3627 2.5449
H 4.0490 -4.9404 1.3861
H 3.0471 -2.8089 0.9122
H 4.3677 -2.1831 1.8910
H 2.7205 -1.6661 2.2198
H 4.5201 -2.7949 4.3185
H 3.4599 -3.9888 5.0569
H 2.8317 -2.4026 4.6149
H 0.1227 -6.9090 4.1155
H -0.6052 -5.4413 3.4845
H 0.4029 -5.3728 4.9350
C 5.1011 3.4404 2.0575
C 5.6398 3.9327 0.7179
C 4.5491 4.5305 -0.1752
C 3.5282 3.5413 -0.4807
N 2.6931 2.7915 -0.7092
H 4.3766 2.6362 1.9200
H 5.9130 3.0490 2.6727
H 4.6149 4.2461 2.6109
H 6.1230 3.1086 0.1927
H 6.4037 4.6923 0.8942
H 4.9828 4.8770 -1.1127
H 4.0711 5.3791 0.3194
Cs -5.4368 -3.3907 -1.1630
B 0.3182 6.3727 3.6011
F -0.2055 7.6628 3.4721
F -0.5671 5.4436 2.9946
F 1.5678 6.3047 2.9584
F 0.4636 6.0482 4.9576
O -4.4285 2.4130 -3.8421
C -4.3081 2.3538 -5.0420
O -5.3868 2.2993 -5.8532
C -4.9624 2.1145 -7.2234
C -3.5234 2.6089 -7.2712
C -3.0329 2.2763 -5.8641
H -5.0404 1.0533 -7.4633
H -5.6238 2.6750 -7.8797
H -2.9418 2.1489 -8.0654
H -3.5015 3.6896 -7.4217
H -2.6536 1.2573 -5.7970
H -2.2885 2.9844 -5.5138
F 6.6597 0.0659 -1.4540
Al 5.7682 0.9663 -2.5764
F 6.1682 0.4749 -4.1324
F 6.1218 2.6116 -2.3811
F 4.1265 0.7082 -2.3102
*
```

## Properties
- electronic energy (a.u.) = -6012.7734
- frontier orbital gap (eV) = 1.588
- HOMO level (eV) = -4.80
- relative energy (zero: lowest compared OMol25 entry of this formula, charge and spin) (kJ/mol) = 0.0

***

[2]
DFT (the ωB97M-V functional and the def2-TZVPD basis) results for C28H56AlO16S5 as an isolated structure.

ORCA input file:
```
! RIJCOSX wB97M-V def2-TZVPD def2/J DEFGRID3
* xyz -1 1
C -1.3643 -3.9719 6.2657
C 0.0054 -3.5922 7.1265
O -0.0679 -3.0463 8.3553
O 1.3633 -3.7820 6.5724
C 1.8446 -2.5670 5.8863
O 2.2852 -2.6520 4.6120
C 1.8515 -1.0433 6.5463
Al 0.0333 -0.2055 6.1020
C -0.0253 1.8430 6.1677
O 0.2953 2.5238 4.9042
C -0.2823 1.8438 3.7349
O -1.7223 1.5454 3.8361
C -2.1425 0.6052 2.7589
C -2.9914 -0.6915 3.3001
O -3.0122 -1.7509 2.2515
H -1.5196 -5.1298 6.1879
H -1.3211 -3.4656 5.1881
H -2.2745 -3.5039 6.8455
H 1.9533 -1.0754 7.7345
H 2.7854 -0.4798 6.0992
H -0.4327 -0.7785 4.6841
H -1.0105 -0.8078 7.1751
H 0.8157 2.1771 6.9462
H -1.0490 2.2030 6.6610
H -0.1722 2.6068 2.8235
H 0.3772 0.9031 3.4122
H -1.2379 0.1814 2.1317
H -2.8331 1.1731 1.9702
H -4.0946 -0.3472 3.5096
H -2.5604 -1.1867 4.2773
H -2.2972 -2.4431 2.4332
C -2.7421 6.7423 1.6923
C -2.3037 7.1709 0.2927
C -1.0055 6.4320 -0.0276
S -1.0538 4.9094 0.9056
O 0.0007 4.9432 1.8971
O -1.2253 3.7963 -0.0065
C -2.6060 5.2273 1.7212
H -3.7662 7.0581 1.9116
H -2.0803 7.1933 2.4413
H -3.0766 6.8906 -0.4333
H -2.1680 8.2549 0.2254
H -0.9257 6.2026 -1.0932
H -0.1303 7.0012 0.2975
H -2.5879 4.8168 2.7322
H -3.3963 4.7496 1.1344
C 4.0993 6.7791 1.6430
C 4.4719 8.1270 2.2586
C 3.7426 9.2105 1.4660
S 2.2631 8.4460 0.8191
O 2.3606 8.4027 -0.6247
O 1.1070 8.9908 1.5024
C 2.5898 6.8141 1.4562
H 4.4064 5.9435 2.2787
H 4.5955 6.6665 0.6716
H 4.1453 8.1526 3.3053
H 5.5539 8.2912 2.2485
H 3.4665 10.0563 2.1009
H 4.3414 9.5592 0.6202
H 2.2259 6.0599 0.7564
H 2.0721 6.7195 2.4154
C -2.4088 -1.1988 -2.5431
C -0.9062 -0.9319 -2.6174
C -0.3396 -1.1044 -1.2091
S -1.4091 -2.2704 -0.3795
O -2.0832 -1.5867 0.7042
O -0.6961 -3.5171 -0.1856
C -2.5617 -2.4716 -1.7237
H -2.8520 -1.3054 -3.5375
H -2.9080 -0.3639 -2.0369
H -0.4399 -1.6582 -3.2942
H -0.6915 0.0670 -3.0098
H 0.6796 -1.4983 -1.2310
H -0.3640 -0.1649 -0.6501
H -3.5708 -2.6123 -1.3328
H -2.2544 -3.3498 -2.2993
C 2.5949 -3.3659 -7.1690
C 2.7241 -4.0626 -5.8153
C 1.8988 -3.2639 -4.8078
S 0.5938 -2.4786 -5.7417
O 0.7931 -1.0453 -5.6960
O -0.6728 -3.0967 -5.4039
C 1.1124 -3.0699 -7.3408
H 2.9776 -3.9874 -7.9838
H 3.1661 -2.4299 -7.1592
H 2.3279 -5.0825 -5.8907
H 3.7687 -4.1391 -5.4976
H 1.4601 -3.9110 -4.0442
H 2.4954 -2.4797 -4.3338
H 0.9105 -2.3146 -8.1021
H 0.5510 -3.9836 -7.5578
C -1.2240 -7.5911 -6.0796
C -1.3652 -8.4062 -4.7950
C -0.0373 -8.3144 -4.0452
S 0.6957 -6.7548 -4.5163
O 1.9079 -7.0219 -5.2617
O 0.6652 -5.8519 -3.3831
C -0.5797 -6.2766 -5.6653
H -2.1902 -7.4293 -6.5663
H -0.5737 -8.1224 -6.7849
H -2.1667 -7.9804 -4.1792
H -1.6298 -9.4476 -5.0034
H -0.1844 -8.3342 -2.9624
H 0.6466 -9.1140 -4.3431
H -0.1427 -5.7297 -6.5025
H -1.2912 -5.6409 -5.1299
*
```

## Properties
- electronic energy (a.u.) = -4537.3758
- frontier orbital gap (eV) = 6.194
- HOMO level (eV) = -4.71

***

[3]
DFT (the ωB97M-V functional and the def2-TZVPD basis) results for a 3-piece molecular cluster, C28H56B3ClN2O5 overall.

ORCA input file:
```
! RIJCOSX wB97M-V def2-TZVPD def2/J DEFGRID3
* xyz 0 3
C 3.3122 1.9357 2.9699
C 3.5415 2.4277 1.5704
C 4.0326 1.3886 0.5850
C 3.2609 3.7060 1.2000
C 2.3391 3.9859 0.0297
C 1.5710 5.3013 0.1238
C 0.8246 5.6252 1.4366
C 1.6841 6.3676 2.4660
C 0.1093 4.4346 2.0981
C -1.3986 4.2649 1.7357
B -1.5494 3.0934 0.7286
O -2.2580 1.9339 1.0190
B -1.9420 0.8179 0.2892
O -1.7193 0.9959 -1.0664
B -0.8995 2.0668 -1.3252
Cl 0.1914 2.0110 -2.6930
O -0.9141 3.1682 -0.5160
H 2.2628 1.6582 3.0786
H 3.5880 2.6679 3.7319
H 3.8957 1.0321 3.1652
H 4.8911 0.9078 1.0484
H 4.2913 1.8720 -0.3513
H 3.2571 0.6306 0.4164
H 3.7470 4.5320 1.7113
H 2.8302 3.9377 -0.9510
H 1.6136 3.1725 0.0142
H 0.8816 5.3583 -0.7185
H 2.2844 6.1170 -0.0292
H 0.0480 6.3394 1.1499
H 2.2784 7.1386 1.9744
H 1.0278 6.8958 3.1594
H 2.3280 5.6989 3.0308
H 0.1574 4.5876 3.1763
H 0.6470 3.5016 1.9166
H -1.9753 4.0600 2.6336
H -1.7637 5.1761 1.2566
H -1.7702 -0.2432 0.7944
C 0.1405 -3.0853 2.6502
C 1.5415 -3.0046 3.2949
C 2.0019 -4.3978 3.7310
C 1.2774 -4.9257 4.9671
C 1.3444 -3.9188 6.1114
C 0.8507 -2.5244 5.7207
N 1.5417 -2.0664 4.4684
O 2.7290 -1.6517 4.7358
C -0.6749 -2.5311 5.5469
C 1.1481 -1.5326 6.8391
C 2.4759 -2.4618 2.2195
H 0.2391 -3.2138 1.5731
H -0.4515 -3.9224 3.0163
H -0.4237 -2.1682 2.8179
H 3.0762 -4.3647 3.9378
H 1.8643 -5.0833 2.8913
H 0.2375 -5.1664 4.7303
H 1.7407 -5.8626 5.2811
H 0.7538 -4.2693 6.9611
H 2.3795 -3.8435 6.4583
H -1.0213 -1.5749 5.1523
H -1.1393 -2.6821 6.5214
H -1.0395 -3.3215 4.8974
H 2.2003 -1.5304 7.1112
H 0.5671 -1.8132 7.7181
H 0.8668 -0.5202 6.5468
H 2.1859 -1.4538 1.9176
H 2.4248 -3.1108 1.3450
H 3.5123 -2.4354 2.5485
C -4.2664 -0.8786 -7.2592
C -3.2919 -2.0246 -6.9146
C -3.7731 -2.7740 -5.6681
C -3.5760 -1.9969 -4.3680
C -2.1304 -1.5255 -4.2267
C -1.6319 -0.7354 -5.4389
N -1.9014 -1.5043 -6.6985
O -1.0254 -2.4271 -6.8755
C -2.2974 0.6473 -5.4752
C -0.1346 -0.4865 -5.3147
C -3.2840 -2.9708 -8.1098
H -5.0182 -1.2354 -7.9621
H -4.8004 -0.4961 -6.3909
H -3.7452 -0.0481 -7.7341
H -3.2302 -3.7217 -5.5960
H -4.8279 -3.0253 -5.8046
H -4.2622 -1.1470 -4.3193
H -3.8310 -2.6404 -3.5238
H -2.0181 -0.9004 -3.3370
H -1.4843 -2.3972 -4.0821
H -2.0430 1.1728 -6.3967
H -1.9262 1.2362 -4.6368
H -3.3798 0.6160 -5.3871
H 0.4203 -1.4117 -5.1780
H 0.0340 0.1467 -4.4435
H 0.2573 0.0166 -6.1997
H -2.9014 -2.4712 -9.0007
H -4.3081 -3.2919 -8.3029
H -2.6787 -3.8543 -7.9249
*
```

## Properties
- electronic energy (a.u.) = -2121.0759
- frontier orbital gap (alpha / beta) (eV) = 7.829 / 7.732
- HOMO level (alpha / beta) (eV) = -7.48 / -7.48

***

[4]
DFT (the ωB97M-V functional and the def2-TZVPD basis) results for C28H56OsP2Si as an isolated structure.

ORCA input file:
```
! RIJCOSX wB97M-V def2-TZVPD def2/J DEFGRID3
* xyz 2 5
Os -1.1829 0.0990 -2.3169
C -2.2877 1.6857 -0.3224
C -2.8956 0.7912 -1.3365
C -2.4963 -0.3811 0.6620
C -2.1582 0.9782 0.8799
C -2.8775 -0.5484 -0.6983
C -2.0243 3.1286 -0.4704
H -1.9125 3.3699 -1.5323
H -1.0683 3.4090 0.0005
H -2.8052 3.7760 -0.0317
C -1.8748 1.5949 2.2064
H -1.6006 2.6525 2.0988
H -1.0590 1.1087 2.7636
H -2.7900 1.5475 2.8229
C -2.5766 -1.4328 1.7063
H -3.6173 -1.5280 2.0450
H -1.9779 -1.1803 2.5919
H -2.2669 -2.4250 1.3475
C -3.4996 -1.7722 -1.2521
H -4.5988 -1.7307 -1.1743
H -3.1601 -2.6600 -0.7003
H -3.2334 -1.8942 -2.3132
C -3.9383 1.2143 -2.3136
H -4.9105 1.3014 -1.8162
H -4.0397 0.4871 -3.1226
H -3.7008 2.1899 -2.7425
C 0.6776 0.7507 -2.3861
C -0.2616 1.7539 -2.9065
C -0.4853 2.0206 -4.3755
C -1.2834 0.9231 -5.1173
C -1.6822 -0.2337 -4.2090
C -0.6553 -1.1877 -3.7709
C 0.7912 -1.0467 -4.1940
C 1.5670 -0.0047 -3.3374
H 0.4991 2.2238 -4.8130
H -0.6821 0.5648 -5.9579
H -1.0747 2.9479 -4.4789
H 2.0999 0.6703 -4.0230
H 1.1423 1.0096 -1.4287
H -0.3526 2.6364 -2.2623
H 2.3687 -0.4882 -2.7494
H 1.2864 -2.0168 -4.0386
H -0.9878 -2.2324 -3.7279
H 0.8847 -0.8086 -5.2703
H -2.1902 1.3693 -5.5593
H -2.6940 -0.6276 -4.3842
P 1.9301 2.3985 0.9262
C 2.0796 3.5811 2.3347
H 2.8459 4.3190 2.0677
H 2.3866 3.0589 3.2489
H 1.1374 4.1097 2.5157
C 3.7434 2.0364 1.0022
H 4.2701 2.9903 1.1304
H 4.0855 1.5757 0.0702
H 3.9872 1.3878 1.8527
C 2.0870 3.7117 -0.3629
H 2.2935 3.2606 -1.3425
H 2.9319 4.3490 -0.0732
H 1.1726 4.3200 -0.4032
P 1.5258 -2.8545 0.6731
C 0.0512 -3.4280 -0.3332
H 0.4015 -4.0281 -1.1841
H -0.4685 -2.5504 -0.7524
H -0.6587 -4.0365 0.2388
C 2.6136 -2.8178 -0.8352
H 2.0291 -2.7975 -1.7699
H 3.2544 -3.7081 -0.8414
H 3.2405 -1.9193 -0.7984
C 1.9988 -4.4092 1.5198
H 2.6115 -5.0250 0.8512
H 1.1070 -4.9672 1.8369
H 2.5979 -4.1360 2.3963
C -0.1764 0.1030 5.0769
Si 1.0431 -0.9460 4.0808
C 2.7445 -0.8283 4.9183
C 0.3854 -2.6930 4.2673
C 1.1941 -0.6643 2.2156
H -0.1511 -0.2411 6.1263
H -1.2168 -0.0275 4.7310
H 0.0534 1.1800 5.0759
H 2.6838 -1.2298 5.9422
H 3.4961 -1.4201 4.3782
H 3.1183 0.2023 4.9956
H -0.4177 -2.8638 3.5359
H 1.1668 -3.4483 4.1142
H -0.0292 -2.8271 5.2782
H 0.3829 -0.6449 1.4752
H 2.0527 -0.0776 1.8284
*
```

## Properties
- electronic energy (a.u.) = -2162.5328
- frontier orbital gap (alpha / beta) (eV) = 3.702 / 3.697
- HOMO level (alpha / beta) (eV) = -11.12 / -13.25
- relative energy (zero: lowest compared OMol25 entry of this formula, charge and spin) (kJ/mol) = 58.2